{
  "formula": "C13H20N2",
  "method": "the ωB97M-V functional and the def2-TZVPD basis",
  "energy_ha": -616.77098,
  "relative_energy_kcal_mol": 68.2,
  "homo_lumo_gap_ev": 9.39,
  "mol_weight_g_mol": 204.3,
  "multiplicity": 1,
  "species": ["C", "C", "C", "C", "C", "C", "C", "N", "C", "C", "N", "C", "C", "C", "C", "H", "H", "H", "H", "H", "H", "H", "H", "H", "H", "H", "H", "H", "H", "H", "H", "H", "H", "H", "H"],
  "xyz": [[2.66, -1.86, -0.01], [2.05, -1.58, -1.21], [1.48, -0.37, -1.47], [1.68, 0.66, -0.49], [1.13, 2.15, -0.71], [0.07, 2.42, 0.28], [-1.22, 1.83, 0.05], [-1.19, 0.43, -0.02], [-2.52, 0.04, -0.54], [-2.68, -1.47, -0.55], [-1.45, -2.19, -0.27], [-0.90, -1.75, 1.11], [-0.95, -0.18, 1.24], [2.50, 0.41, 0.62], [2.96, -0.85, 0.92], [3.09, -2.81, 0.20], [1.99, -2.27, -2.01], [0.92, -0.15, -2.41], [2.03, 2.75, -0.52], [0.85, 2.43, -1.69], [0.55, 2.13, 1.26], [-0.06, 3.53, 0.39], [-1.97, 2.41, 0.71], [-1.39, 2.36, -1.02], [-2.78, 0.41, -1.57], [-3.30, 0.50, 0.12], [-3.04, -1.78, -1.54], [-3.23, -1.76, 0.25], [-0.70, -1.92, -0.96], [0.19, -2.00, 1.10], [-1.45, -2.10, 2.04], [-1.75, 0.15, 1.95], [-0.03, 0.32, 1.69], [2.71, 1.24, 1.36], [3.72, -1.14, 1.71]]
}

=====

{
  "formula": "C13H20N2",
  "method": "the ωB97M-V functional and the def2-TZVPD basis",
  "energy_ha": -616.61404,
  "homo_lumo_gap_ev": [7.12, 6.99],
  "mol_weight_g_mol": 204.3,
  "multiplicity": 3,
  "species": ["C", "C", "C", "C", "C", "C", "C", "C", "C", "C", "C", "C", "C", "N", "N", "H", "H", "H", "H", "H", "H", "H", "H", "H", "H", "H", "H", "H", "H", "H", "H", "H", "H", "H", "H"],
  "xyz": [[0.82, 2.03, 0.27], [0.46, -0.86, 1.34], [-0.43, -0.50, 0.38], [3.41, -0.39, -0.91], [2.48, -1.18, -0.08], [2.84, 1.17, -0.90], [1.80, -0.22, 0.98], [1.78, 1.06, 0.21], [0.27, -1.97, 2.29], [-3.49, 0.97, 0.80], [-1.17, 1.12, -2.03], [-2.88, -0.45, 0.66], [-1.63, -0.31, -1.61], [-0.08, 2.82, 0.34], [-1.62, -0.43, -0.19], [4.50, -0.30, -0.54], [3.55, -0.73, -1.91], [1.72, -1.43, -0.80], [2.80, -2.00, 0.50], [3.57, 1.81, -0.55], [2.47, 1.45, -1.88], [2.46, -0.12, 1.95], [-0.80, -1.89, 2.49], [0.86, -2.06, 3.19], [0.29, -3.04, 1.75], [-2.79, 1.80, 0.79], [-4.29, 1.18, 0.08], [-4.04, 0.97, 1.86], [-1.78, 1.57, -2.83], [-1.37, 1.90, -1.10], [-0.14, 1.21, -2.30], [-2.53, -0.69, 1.70], [-3.57, -1.10, 0.19], [-2.54, -0.44, -2.03], [-0.91, -0.95, -2.11]]
}

=====

{
  "formula": "C13H20N4O2S2",
  "method": "the ωB97M-V functional and the def2-TZVPD basis",
  "energy_ha": -1672.75714,
  "relative_energy_kcal_mol": 317.0,
  "homo_lumo_gap_ev": 8.32,
  "mol_weight_g_mol": 328.5,
  "multiplicity": 1,
  "species": ["C", "C", "O", "N", "C", "N", "N", "C", "S", "C", "C", "O", "N", "C", "C", "C", "C", "C", "C", "C", "S", "H", "H", "H", "H", "H", "H", "H", "H", "H", "H", "H", "H", "H", "H", "H", "H", "H", "H", "H", "H"],
  "xyz": [[5.47, 0.06, 0.77], [5.08, 1.32, 0.06], [5.75, 2.42, -0.09], [3.67, 1.33, -0.40], [2.63, 0.27, -0.52], [1.38, 0.66, -0.79], [0.47, -0.37, -0.62], [1.00, -1.31, -0.39], [0.05, -2.74, -0.14], [-1.49, -2.10, -0.43], [-1.75, -1.08, 0.44], [-1.20, -0.82, 1.68], [-2.63, 0.06, 0.04], [-3.35, 0.07, -1.00], [-2.35, 0.53, -2.17], [-4.67, 0.84, -1.11], [-5.32, 0.75, 0.53], [-4.33, 1.52, 1.43], [-2.89, 1.24, 1.27], [-2.12, 2.62, 0.37], [2.73, -1.21, 0.04], [4.80, -0.16, 1.57], [5.24, -0.63, 0.06], [6.53, 0.12, 1.15], [3.33, 2.27, -0.51], [-1.58, -1.56, -1.45], [-2.36, -2.75, -0.35], [-3.47, -0.74, -1.34], [-2.42, 1.72, -2.09], [-1.26, 0.46, -2.17], [-2.79, 0.44, -3.08], [-4.50, 1.78, -1.23], [-5.33, 0.40, -1.78], [-6.26, 1.00, 0.29], [-5.19, -0.37, 0.64], [-4.51, 2.44, 1.37], [-4.56, 1.20, 2.34], [-2.41, 0.83, 2.13], [-1.02, 2.24, 0.29], [-2.06, 2.99, 1.42], [-2.61, 3.07, -0.25]]
}